{"formula": "C40H90F8N9O16S8", "method": "ωB97M-V/def2-TZVPD", "charge": 1, "homo_energy_ev": -8.558, "gap_ev": 6.2, "symbols": ["C", "C", "C", "N", "C", "C", "C", "C", "C", "H", "H", "H", "H", "H", "H", "H", "H", "H", "H", "H", "H", "H", "H", "H", "H", "H", "H", "C", "C", "C", "N", "C", "C", "C", "C", "C", "H", "H", "H", "H", "H", "H", "H", "H", "H", "H", "H", "H", "H", "H", "H", "H", "H", "H", "C", "C", "C", "N", "C", "C", "C", "C", "C", "H", "H", "H", "H", "H", "H", "H", "H", "H", "H", "H", "H", "H", "H", "H", "H", "H", "H", "C", "C", "C", "N", "C", "C", "C", "C", "C", "H", "H", "H", "H", "H", "H", "H", "H", "H", "H", "H", "H", "H", "H", "H", "H", "H", "H", "C", "C", "C", "N", "C", "C", "C", "C", "C", "H", "H", "H", "H", "H", "H", "H", "H", "H", "H", "H", "H", "H", "H", "H", "H", "H", "H", "N", "S", "O", "O", "F", "S", "O", "O", "F", "N", "S", "O", "O", "F", "S", "O", "O", "F", "N", "S", "O", "O", "F", "S", "O", "O", "F", "N", "S", "O", "O", "F", "S", "O", "O", "F"], "positions_angstrom": [[-4.729747, 0.092642, 13.233900], [-5.261157, 0.184232, 11.759230], [-4.298737, 0.181912, 10.634950], [-4.774527, 0.526942, 9.242980], [-5.446337, -0.820328, 8.797730], [-5.740267, 1.732802, 9.275720], [-5.633277, 2.287122, 7.855650], [-4.198617, 2.065182, 7.389100], [-3.582607, 0.964822, 8.239530], [-4.145897, 0.939212, 13.595180], [-4.232477, -0.871278, 13.341990], [-5.544597, 0.013952, 13.953570], [-5.667137, 1.183462, 11.916740], [-5.992217, -0.615248, 11.638850], [-3.729067, -0.743088, 10.545820], [-3.563107, 0.944312, 10.891260], [-4.604387, -1.475718, 8.574840], [-5.990387, -0.638838, 7.870820], [-6.267357, -1.102768, 9.456710], [-6.757487, 1.460372, 9.557050], [-5.138877, 2.397382, 9.896010], [-6.304587, 1.890962, 7.093740], [-5.969757, 3.295022, 7.612730], [-4.341547, 1.563092, 6.432240], [-3.552707, 2.916412, 7.173940], [-3.334917, 0.091812, 7.635690], [-2.795087, 1.322392, 8.902890], [4.547533, 3.369362, -5.891430], [4.350323, 2.785612, -7.343990], [3.025553, 2.013362, -7.254770], [2.450743, 1.363292, -8.580500], [3.501783, 0.526212, -9.303040], [1.712033, 2.439192, -9.441770], [0.221453, 2.455342, -9.054860], [0.085743, 1.296922, -8.065800], [1.292723, 0.427002, -8.130440], [5.446063, 3.960092, -5.713150], [4.618643, 2.479412, -5.266110], [3.755853, 3.869412, -5.333480], [5.155643, 2.059922, -7.457710], [4.418433, 3.457262, -8.199760], [2.169623, 2.550392, -6.845990], [3.229553, 1.105612, -6.686900], [3.206033, -0.250968, -10.007760], [4.216733, 0.197582, -8.548760], [4.047633, 1.189392, -9.974110], [1.888213, 2.239692, -10.498780], [2.300493, 3.356582, -9.427180], [-0.472747, 2.519672, -9.892750], [0.132093, 3.411472, -8.539180], [-0.793247, 0.682132, -8.259500], [0.290013, 1.656242, -7.057210], [1.140303, -0.347838, -8.881770], [1.627283, -0.183398, -7.291640], [11.064793, 3.339102, 1.624820], [12.065123, 4.465582, 1.350180], [13.491603, 3.950922, 1.596840], [14.548653, 5.067442, 1.549540], [14.513403, 5.884262, 2.872650], [14.455033, 6.100092, 0.375010], [15.263103, 5.488752, -0.782220], [16.359613, 4.445322, -0.291600], [16.000383, 4.449052, 1.269740], [11.268273, 2.530522, 0.922760], [10.043323, 3.585192, 1.334740], [11.215683, 2.874642, 2.599300], [11.854363, 5.362192, 1.933090], [12.085673, 4.757422, 0.300170], [13.880073, 3.354812, 0.771100], [13.666073, 3.484652, 2.566500], [14.880953, 5.211702, 3.647670], [13.540193, 6.289262, 3.150040], [15.196943, 6.732792, 2.902320], [15.034443, 6.978412, 0.659530], [13.409523, 6.352692, 0.198390], [15.702563, 6.245282, -1.432330], [14.616013, 5.045442, -1.539100], [17.367603, 4.780162, -0.536410], [16.137593, 3.433112, -0.629600], [16.725643, 5.046862, 1.821750], [15.976403, 3.508882, 1.820740], [2.763173, -2.770518, 0.688250], [1.356273, -2.381438, 0.473800], [0.396893, -3.506128, 0.195090], [-1.041467, -3.256628, -0.312260], [-0.924307, -2.644308, -1.709240], [-1.837507, -4.549098, -0.346620], [-3.324847, -4.095858, -0.286570], [-3.316347, -2.574158, -0.149510], [-1.940377, -2.354008, 0.508480], [3.344573, -2.957588, -0.214560], [2.977343, -3.561158, 1.407370], [3.343373, -1.932318, 1.074100], [1.111143, -1.696278, -0.337720], [0.808563, -1.953558, 1.313460], [0.338623, -3.897578, 1.210710], [0.796473, -4.190408, -0.553370], [-1.739147, -2.898768, -2.387020], [-0.081007, -2.846708, -2.369530], [-1.002747, -1.558188, -1.661570], [-1.578227, -5.248878, -1.141090], [-1.541407, -5.066648, 0.565830], [-3.723017, -4.496918, -1.218620], [-3.882237, -4.599518, 0.503200], [-3.390687, -2.024898, -1.088060], [-4.013297, -2.215628, 0.608000], [-1.540047, -1.361048, 0.303890], [-1.943587, -2.658768, 1.555010], [-8.824247, 1.301232, -1.524450], [-9.637447, 0.517032, -2.498280], [-8.779617, 0.514022, -3.813130], [-9.383777, -0.310008, -4.940640], [-10.939217, -0.085898, -5.147550], [-9.163677, -1.866698, -4.894830], [-8.193007, -2.112638, -6.115090], [-7.522497, -0.806038, -6.353680], [-8.685507, 0.078132, -6.224400], [-9.147767, 2.341582, -1.490960], [-7.737457, 1.340062, -1.598470], [-9.077737, 0.946452, -0.525470], [-10.622037, 0.898882, -2.768240], [-9.702237, -0.463368, -2.026350], [-7.748227, 0.168412, -3.743190], [-8.806967, 1.532112, -4.201520], [-11.156177, -0.502808, -6.131020], [-11.178767, 0.976462, -5.193540], [-11.587137, -0.634548, -4.463970], [-10.109847, -2.404258, -4.832460], [-8.588917, -2.057078, -3.988460], [-8.867557, -2.393448, -6.923940], [-7.620147, -3.015428, -5.903180], [-7.147567, -0.705608, -7.372230], [-6.719847, -0.662278, -5.630370], [-9.341027, 0.021952, -7.093440], [-8.331957, 1.103652, -6.117610], [-10.345917, -3.109928, 6.588680], [-11.033437, -1.856468, 6.294410], [-12.496907, -1.822038, 6.401950], [-10.345807, -0.768018, 5.590340], [-10.797267, -1.114658, 7.720400], [-10.386497, -3.677208, 4.871990], [-9.328787, -3.278518, 3.890090], [-11.759777, -3.719348, 4.206880], [-10.039247, -5.269448, 5.235730], [2.985993, -8.922148, -6.409910], [1.678013, -8.755658, -5.643830], [0.556193, -8.712798, -6.561380], [1.697303, -7.895488, -4.534720], [1.689243, -10.260838, -5.058280], [2.741773, -7.578448, -7.396960], [2.222303, -6.397748, -6.820040], [2.464153, -7.836098, -8.818400], [4.289843, -7.218388, -7.589140], [-0.656437, 3.286342, -1.299380], [-0.315367, 3.911112, -0.034420], [-0.974747, 3.363532, 1.125290], [0.106263, 5.321842, -0.113580], [1.171503, 3.186872, 0.099150], [-1.959577, 4.145772, -1.598580], [-1.951167, 4.792632, -2.953980], [-2.782377, 4.835182, -0.613150], [-2.702657, 2.755182, -1.887620], [4.175783, -5.791898, 7.922410], [4.160033, -4.122468, 7.549530], [3.174703, -3.299028, 8.150860], [4.817293, -3.833938, 6.230720], [5.438723, -3.825548, 8.505430], [3.333483, -6.196448, 6.694720], [4.117323, -6.954378, 5.761250], [2.134163, -5.545268, 6.257830], [2.795443, -7.439388, 7.494640]], "atomic_forces_ev_per_a": [[0.3, -1.5, -0.5], [-1.2, 0.6, 2.0], [2.5, 0.9, 0.1], [-1.2, -1.5, -0.1], [0.0, 2.1, -1.4], [1.5, -0.1, -1.7], [-0.5, 0.7, -1.0], [-0.2, -1.3, -1.4], [-1.5, 0.0, 1.6], [0.4, -0.1, -0.5], [0.6, 0.2, 0.3], [-0.4, 0.1, -0.4], [-1.0, -0.1, -1.2], [-0.4, 0.4, 0.1], [-0.1, -0.1, 0.0], [0.3, 0.1, -0.2], [-0.5, -0.4, 0.6], [0.3, 0.2, -0.3], [0.8, -0.3, 0.6], [0.4, 0.1, 0.5], [-0.9, 0.3, 0.6], [-0.1, -1.3, 0.5], [0.4, 0.6, 1.4], [0.3, 0.4, -0.4], [-0.1, 0.1, 0.6], [0.3, 0.0, 0.5], [0.1, -0.4, -0.2], [0.2, -0.7, 0.2], [-0.6, 0.2, 1.1], [0.1, -1.2, -1.5], [-1.0, -0.5, -0.1], [0.9, 1.7, -0.1], [1.3, -0.8, -1.3], [1.5, 1.0, 0.7], [0.3, 0.1, 1.0], [1.3, -1.0, -2.2], [0.1, -0.2, -0.5], [0.5, -0.2, 0.1], [-0.5, 0.5, -1.0], [0.0, 0.0, -0.2], [-0.2, 0.4, 0.3], [0.3, 0.2, 0.1], [-0.2, 0.3, 0.4], [-0.9, -0.2, 0.8], [-0.2, -0.4, -0.2], [0.2, 0.4, 0.3], [-0.3, -1.0, 0.0], [-0.3, 0.3, 1.1], [0.3, -0.6, 0.0], [-0.6, -0.1, 0.2], [-0.1, 0.3, 0.7], [-1.9, 0.5, 0.3], [0.4, 0.2, -0.6], [-0.3, 0.7, 0.5], [0.5, -0.5, -1.1], [0.7, -0.5, 0.0], [0.9, 1.3, -0.6], [1.4, 2.4, -0.1], [0.8, -0.9, 0.0], [1.0, -1.1, 0.2], [-0.2, -0.7, -1.6], [-2.9, 0.8, 2.1], [0.0, 0.4, 0.6], [0.3, -0.2, -0.1], [0.0, 0.3, 0.8], [-0.5, 0.4, 0.2], [0.0, -0.1, 0.2], [-0.6, 0.0, -0.1], [-0.7, -0.7, 0.2], [-0.2, -0.2, -0.1], [-0.3, -0.1, 0.1], [-0.2, -0.5, -0.5], [0.1, -0.2, -0.7], [-0.4, 0.0, 0.6], [0.3, 0.0, -0.2], [0.3, 0.4, 0.6], [-0.3, -0.6, 0.3], [-0.1, -0.2, 0.4], [0.3, 0.3, -0.5], [-0.3, 0.4, 0.0], [0.1, -0.3, -0.5], [2.0, 0.5, 0.2], [-3.3, 1.3, -1.0], [0.0, -1.7, 0.5], [1.2, 0.1, -1.3], [-0.9, 0.8, -0.9], [0.0, -0.1, 1.4], [0.3, -1.0, -1.2], [0.7, -0.1, 1.3], [0.4, 0.5, -1.5], [-0.5, -0.5, -0.3], [-0.5, -0.2, -0.1], [-0.3, 0.3, 0.3], [1.2, 0.7, -0.2], [1.0, 0.7, 0.6], [-0.7, -1.2, -0.4], [0.0, -0.4, 0.3], [-0.4, -0.5, 0.6], [0.7, -0.6, 1.1], [0.2, 0.0, 0.4], [0.1, 0.6, -0.3], [-0.1, 0.0, 0.1], [-0.6, 0.5, 0.0], [0.3, 0.1, 0.1], [-0.2, -0.1, 0.2], [-0.5, 0.0, -0.5], [-0.2, 0.1, 0.8], [0.3, 0.0, -0.1], [-0.7, 1.8, 1.9], [1.9, -1.2, -1.7], [-1.7, -0.6, 0.2], [-2.5, -0.8, -1.1], [1.1, -0.1, -0.5], [1.8, 1.2, 0.3], [-2.1, -2.1, 0.8], [0.7, -1.1, -0.6], [0.1, 2.3, 0.6], [0.1, 0.2, -0.2], [-0.1, -0.5, -0.4], [0.3, 0.0, 0.1], [0.1, 0.1, 0.5], [-0.4, -0.4, -0.7], [-0.1, 0.1, 0.4], [0.2, 0.0, 0.1], [0.2, 0.0, 0.0], [0.2, 0.0, 0.3], [0.6, 0.2, 0.5], [0.2, 0.2, -0.4], [-0.3, 0.0, 0.2], [0.3, 0.1, -0.5], [0.4, 0.3, 0.0], [0.3, -0.2, 0.1], [0.0, 0.4, -0.1], [-0.1, -0.2, 0.3], [-0.5, 0.2, -0.1], [3.0, -6.5, -3.9], [-5.5, 11.4, 3.0], [1.9, -0.9, -1.7], [-0.6, -2.2, -1.6], [0.7, -0.9, 1.6], [-1.1, -2.5, -3.6], [-1.9, -0.8, 3.5], [4.3, 0.2, 3.0], [-0.4, 2.3, -0.3], [1.2, 3.0, -2.7], [-2.9, -3.5, 0.4], [-0.1, 0.1, 1.1], [-0.4, 0.7, 1.8], [-0.4, 0.8, 0.2], [3.5, -1.4, -4.9], [-0.7, 0.8, 0.8], [-0.6, -0.2, 2.7], [0.4, 0.0, 0.7], [-1.7, -0.3, -4.5], [7.4, 2.8, 8.6], [0.1, 0.9, -0.6], [-1.5, -2.1, 0.4], [-0.7, 0.2, 0.0], [-4.3, 1.3, -6.5], [0.5, -1.6, 3.5], [1.8, -1.4, -0.8], [-1.7, 0.0, -0.3], [-0.3, 6.0, -0.3], [6.1, -0.1, 0.0], [-0.9, 0.0, -0.6], [-2.8, -0.4, 2.6], [-0.5, 0.1, 0.0], [-0.5, -6.6, -1.4], [0.1, 1.4, -1.3], [0.4, 1.1, 0.1], [-1.8, -1.3, 0.7]]}